P) Below is an isolated ion of composition C5H9O2S and charge -1, with properties calculated with ωB97M-V with the def2-TZVPD basis set.

HOMO energy = -3.626 eV
HOMO-LUMO gap = 6.74 eV
total charge = -1
SMILES = CSCCCC(=O)[O-]

Each line ends with the Mulliken charge.
Geometry (Å):
C: -1.74137 -0.40930 2.10770  -0.95
S: -0.62988 -1.64983 1.47106  -0.13
C: -0.36520 -1.18854 -0.33559  -0.56
C: -0.27204 0.29000 -0.71415  -0.59
C: 1.18893 0.92106 -0.45362  -0.78
C: 2.19268 0.83564 -1.70061  0.40
O: 2.61352 1.91334 -2.06985  -0.71
O: 2.29451 -0.33244 -1.91829  -0.61
H: -1.51951 -0.45978 3.15925  0.31
H: -2.75106 -0.63673 1.95250  0.28
H: -1.53785 0.52448 1.80350  0.35
H: 0.54953 -1.77289 -0.65130  0.31
H: -1.33514 -1.50297 -0.81561  0.32
H: -1.18406 0.79539 -0.34200  0.43
H: -0.23184 0.38377 -1.86943  0.30
H: 1.74702 0.43123 0.32693  0.27
H: 0.98178 1.85757 0.04951  0.35

=====

Q) Below is an isolated ion of composition C5H9O2S and charge -1, with properties calculated with ωB97M-V with the def2-TZVPD basis set.

HOMO energy = -3.937 eV
HOMO-LUMO gap = 7.12 eV
total charge = -1
SMILES = CSCCCC(=O)[O-]

Each line ends with the Mulliken charge.
Geometry (Å):
C: -1.06288 -2.54219 -0.36574  -0.80
S: -0.48897 -1.25655 -1.45750  -0.09
C: -0.90285 0.18230 -0.44745  -0.81
C: -0.05961 0.43777 0.78689  -0.47
C: 1.37245 0.83532 0.45631  -0.58
C: 1.40534 2.21825 -0.27755  0.41
O: 1.81996 2.22664 -1.46045  -0.73
O: 0.98404 3.16942 0.40670  -0.73
H: -0.21495 -3.10872 0.01973  0.23
H: -1.76067 -3.23242 -0.83103  0.33
H: -1.54682 -2.09311 0.49721  0.24
H: -0.76442 1.03633 -1.10952  0.39
H: -1.97561 0.13434 -0.23527  0.40
H: -0.03630 -0.40674 1.48564  0.29
H: -0.52628 1.27244 1.31716  0.33
H: 1.86517 0.09291 -0.17158  0.27
H: 1.89240 1.03402 1.38645  0.34

=====

Which structure wins on stability? Q) wins.

=====

P) Below is a 11-piece molecular cluster, C33H88O11 overall, with properties calculated with ωB97M-V with the def2-TZVPD basis set.

HOMO energy = -9.373 eV
HOMO-LUMO gap = 9.77 eV
SMILES = CC(C)O.CC(C)O.CC(C)O.CC(C)O.CC(C)O.CC(C)O.CC(C)O.CC(C)O.CC(C)O.CC(C)O.CC(C)O

Each line ends with the Mulliken charge.
Geometry (Å):
C: -4.66964 -2.25423 -2.83569  -1.38
C: -4.90116 -1.72929 -1.42862  0.80
C: -4.70347 -0.22212 -1.37160  -0.78
O: -6.19501 -2.10623 -0.96586  -0.58
H: -3.64227 -2.10656 -3.17298  0.22
H: -5.39226 -1.78009 -3.50325  0.41
H: -4.80186 -3.33893 -2.85919  0.37
H: -4.18497 -2.20630 -0.75515  0.03
H: -4.77850 0.15843 -0.34533  0.11
H: -5.47032 0.34844 -1.89801  0.53
H: -3.68514 -0.00136 -1.69707  0.00
H: -6.83723 -1.89459 -1.65116  0.37
C: -3.11407 3.72600 -3.44224  -1.21
C: -2.21758 2.79795 -4.22356  0.67
C: -0.90229 3.44846 -4.62971  -1.38
O: -1.94806 1.60603 -3.45390  -0.34
H: -3.92084 3.16067 -2.96922  0.25
H: -3.60857 4.39771 -4.14716  0.44
H: -2.62862 4.30786 -2.65883  0.19
H: -2.75454 2.45284 -5.11838  0.18
H: -0.47807 3.94659 -3.75358  0.26
H: -1.03513 4.19844 -5.41395  0.39
H: -0.15042 2.75578 -5.01607  0.42
H: -1.15348 1.21814 -3.83454  0.14
C: 4.15014 -0.14824 0.99924  0.00
C: 5.28954 -0.99933 1.51459  1.22
C: 6.47034 -1.04244 0.58894  -1.68
O: 5.69666 -0.50626 2.79674  -0.62
H: 3.75199 -0.51367 0.04495  0.02
H: 4.43461 0.89079 0.81858  0.09
H: 3.30090 -0.14095 1.68440  -0.55
H: 4.91819 -2.01496 1.70056  -0.23
H: 7.35061 -1.53612 1.00249  0.43
H: 6.78158 -0.04639 0.26676  0.36
H: 6.20277 -1.62982 -0.29384  0.34
H: 4.96264 -0.56916 3.42731  0.35
C: 3.06934 3.69381 1.35271  -1.39
C: 1.76995 3.23273 0.69632  0.64
C: 1.97052 2.66331 -0.69980  -0.76
O: 1.05856 2.22780 1.42971  -0.42
H: 2.88394 3.92273 2.40432  0.36
H: 3.47169 4.54291 0.80620  0.47
H: 3.80144 2.88541 1.35071  0.13
H: 1.08310 4.08054 0.59051  0.24
H: 0.97126 2.53285 -1.12637  0.05
H: 2.51601 1.72390 -0.74161  -0.28
H: 2.44855 3.42534 -1.31962  0.70
H: 0.78719 2.60580 2.27368  0.07
C: -1.49495 -0.12273 0.73282  -0.48
C: -0.41079 -0.89243 0.00563  0.76
C: -0.41658 -0.63529 -1.50737  0.55
O: 0.88228 -0.48691 0.50228  1.82
H: -1.34689 0.95550 0.66376  0.07
H: -1.41758 -0.37343 1.79639  -0.08
H: -2.50019 -0.42295 0.43913  -0.10
H: -0.46082 -1.96323 0.20813  0.05
H: -0.18448 0.39183 -1.79294  -0.57
H: -1.42069 -0.88672 -1.85710  0.00
H: 0.39122 -1.22233 -1.94581  -0.46
H: 0.83261 0.45915 0.71323  -1.21
C: -4.62215 0.95758 3.47513  -1.12
C: -4.35746 -0.50075 3.12029  1.66
C: -3.26613 -1.10889 3.96126  -1.44
O: -5.56916 -1.24506 3.34880  -0.65
H: -4.79254 1.05237 4.54745  0.35
H: -5.49303 1.35121 2.94952  0.37
H: -3.76867 1.58472 3.19477  0.12
H: -4.11311 -0.61707 2.05915  -0.53
H: -2.32890 -0.55294 3.90286  0.12
H: -3.06709 -2.14378 3.68316  0.36
H: -3.55356 -1.08538 5.01642  0.43
H: -6.17616 -1.03491 2.63324  0.38
C: 0.11287 -4.39144 2.28530  -1.58
C: 1.28998 -3.41025 2.19579  2.18
C: 2.44605 -3.92582 3.01726  -1.27
O: 1.66343 -3.27936 0.81433  -0.60
H: -0.69933 -4.14725 1.60247  0.31
H: -0.28144 -4.34574 3.30681  0.38
H: 0.44476 -5.41602 2.10992  0.34
H: 0.89300 -2.44382 2.51245  -0.69
H: 3.32774 -3.28011 2.99003  0.13
H: 2.74717 -4.89762 2.62146  0.35
H: 2.21503 -4.03673 4.07971  0.35
H: 1.52314 -2.34749 0.59714  -0.01
C: 2.99541 1.54283 4.53107  -1.02
C: 2.52726 0.14643 4.87632  0.22
C: 1.24412 -0.25792 4.16472  -0.75
O: 3.57181 -0.82034 4.66045  -0.59
H: 3.84870 1.81858 5.15251  0.41
H: 2.15702 2.22859 4.64848  0.38
H: 3.37064 1.64408 3.51039  -0.04
H: 2.30454 0.09127 5.95001  0.51
H: 0.43276 0.40558 4.47538  0.45
H: 1.00172 -1.28321 4.45041  0.39
H: 1.31149 -0.21992 3.07590  -0.26
H: 3.45611 -1.54299 5.28082  0.28
C: 3.17297 0.04535 -3.23010  -0.41
C: 3.46385 0.01730 -4.71728  0.31
C: 3.74295 -1.37586 -5.27050  -1.17
O: 2.34337 0.60432 -5.39170  -0.50
H: 2.90239 1.05216 -2.91723  0.16
H: 4.09840 -0.25004 -2.73046  0.39
H: 2.36962 -0.63084 -2.93743  -0.25
H: 4.35178 0.64256 -4.88531  0.25
H: 4.65875 -1.78937 -4.84710  0.35
H: 3.83845 -1.32407 -6.35704  0.43
H: 2.91050 -2.04854 -5.05781  0.16
H: 2.56677 0.70639 -6.32170  0.30
C: -4.02380 5.87826 1.40906  -1.57
C: -3.08517 4.77108 1.88926  0.84
C: -2.40744 4.07975 0.72370  -0.71
O: -2.05502 5.29280 2.72186  -0.51
H: -4.49312 6.37656 2.26090  0.46
H: -4.84403 5.44649 0.83094  0.37
H: -3.50034 6.59998 0.78104  0.37
H: -3.71786 4.06355 2.44291  -0.16
H: -1.93983 4.85893 0.11497  0.37
H: -3.15836 3.63552 0.06641  0.38
H: -1.67823 3.34508 1.05739  -0.17
H: -2.39913 6.03610 3.22547  0.33
C: -0.13474 -5.03263 -1.98420  -1.10
C: 0.51720 -5.07948 -3.35521  0.30
C: 0.57956 -3.67938 -3.94517  -0.64
O: 1.85096 -5.58899 -3.26424  -0.59
H: 0.20029 -4.16016 -1.41651  0.08
H: 0.05262 -5.93157 -1.39341  0.38
H: -1.22396 -4.96300 -2.05990  0.44
H: -0.07394 -5.73279 -3.99875  0.30
H: 1.22823 -3.03392 -3.35037  -0.15
H: -0.40545 -3.19695 -3.91478  0.21
H: 0.90236 -3.67121 -4.98597  0.44
H: 2.17224 -5.41652 -2.37356  0.35

=====

Q) Below is a 11-piece molecular cluster, C33H88O11 overall, with properties calculated with ωB97M-V with the def2-TZVPD basis set.

HOMO energy = -9.982 eV
HOMO-LUMO gap = 10.11 eV
SMILES = CC(C)O.CC(C)O.CC(C)O.CC(C)O.CC(C)O.CC(C)O.CC(C)O.CC(C)O.CC(C)O.CC(C)O.CC(C)O

Each line ends with the Mulliken charge.
Geometry (Å):
C: -0.11577 -5.65375 6.92322  -1.36
C: 0.13031 -4.17346 6.85429  0.61
C: -0.95473 -3.50549 6.04963  -1.20
O: 0.14250 -3.61171 8.12915  -0.56
H: -0.36629 -6.08778 5.95525  0.33
H: -0.91185 -5.93194 7.61384  0.35
H: 0.67731 -6.29829 7.30227  0.35
H: 1.05095 -3.98482 6.30207  0.18
H: -1.13167 -2.44725 6.24175  0.37
H: -1.88005 -3.90049 6.46900  0.28
H: -0.83373 -3.67476 4.97968  0.32
H: 0.56985 -2.75244 8.10441  0.33
C: -6.56033 -3.84137 3.06297  -1.45
C: -7.36856 -4.34345 4.21545  0.64
C: -8.85927 -3.91973 4.14671  -1.23
O: -7.33240 -5.69600 4.26583  -0.55
H: -6.58810 -2.75340 3.12336  0.36
H: -6.99616 -4.07649 2.09195  0.38
H: -5.52943 -4.19066 3.00516  0.39
H: -7.03405 -3.81438 5.10780  0.19
H: -9.42323 -4.43786 4.92234  0.33
H: -9.31236 -4.26887 3.21885  0.28
H: -8.95824 -2.83740 4.22967  0.34
H: -6.96412 -6.06512 3.45978  0.33
C: -6.08278 -3.81120 -5.35864  -1.26
C: -7.15781 -4.85692 -4.92940  0.47
C: -8.15158 -4.30248 -3.95119  -1.21
O: -7.89268 -5.19162 -6.08339  -0.54
H: -5.43758 -4.29768 -6.09017  0.35
H: -5.52474 -3.29552 -4.57713  0.34
H: -6.58027 -3.04646 -5.95512  0.33
H: -6.66001 -5.75960 -4.57521  0.26
H: -8.67276 -5.10577 -3.43042  0.33
H: -8.98178 -3.74389 -4.38345  0.29
H: -7.71261 -3.73857 -3.12813  0.33
H: -7.97227 -4.43606 -6.67023  0.32
C: 1.66515 6.83771 -5.15324  -1.36
C: 1.82548 5.39257 -5.75465  0.47
C: 0.51480 4.71711 -6.13781  -1.13
O: 2.64490 5.48951 -6.93075  -0.57
H: 2.63240 7.33972 -5.17611  0.35
H: 1.34316 6.76960 -4.11411  0.36
H: 0.92762 7.51094 -5.59017  0.37
H: 2.34272 4.80949 -4.99268  0.31
H: 0.38712 4.49822 -7.19795  0.33
H: -0.31436 5.37758 -5.88410  0.31
H: 0.31520 3.87100 -5.48027  0.24
H: 2.12846 5.99184 -7.56522  0.31
C: 5.91151 0.90352 3.17911  -1.24
C: 4.99045 0.03958 4.05138  0.62
C: 5.70676 -0.57231 5.25639  -1.28
O: 3.94233 0.87082 4.47789  -0.57
H: 6.43039 1.73097 3.66306  0.32
H: 5.35756 1.34661 2.35152  0.31
H: 6.72100 0.33924 2.71604  0.35
H: 4.52991 -0.72637 3.42745  0.18
H: 6.55080 -1.16107 4.89715  0.36
H: 5.09992 -1.32697 5.75670  0.30
H: 6.14105 0.15515 5.94217  0.34
H: 3.31939 1.04620 3.76881  0.31
C: -3.93538 6.26337 -0.92710  -1.28
C: -2.79568 7.04300 -0.25579  0.59
C: -3.26058 7.78459 1.00019  -1.28
O: -1.78091 6.12985 0.07319  -0.53
H: -3.62219 5.86788 -1.89333  0.31
H: -4.83547 6.85617 -1.08993  0.36
H: -4.19396 5.38509 -0.33560  0.31
H: -2.35669 7.75668 -0.95295  0.17
H: -4.11209 8.43448 0.79852  0.34
H: -2.42990 8.38984 1.36314  0.37
H: -3.46454 7.12247 1.84167  0.33
H: -1.13980 6.64707 0.56619  0.30
C: 9.05290 -2.80160 -5.95540  -1.23
C: 7.56957 -2.98528 -5.54974  0.43
C: 6.83902 -1.75546 -5.07417  -1.17
O: 6.84680 -3.52226 -6.66618  -0.56
H: 8.99398 -1.96201 -6.64800  0.32
H: 9.33253 -3.67327 -6.54708  0.31
H: 9.79368 -2.50078 -5.21456  0.36
H: 7.53152 -3.70844 -4.73508  0.26
H: 5.85095 -2.15946 -4.85372  0.27
H: 6.81860 -0.95008 -5.80837  0.33
H: 7.23062 -1.29741 -4.16590  0.36
H: 6.96751 -3.04714 -7.49159  0.33
C: -1.49142 -0.23673 -0.41113  -1.24
C: -0.01471 -0.06144 -0.02637  0.40
C: 0.87192 -0.04447 -1.30967  -1.17
O: 0.20186 1.14629 0.75312  -0.53
H: -1.84799 0.62502 -0.97536  0.33
H: -2.12277 -0.27341 0.47665  0.32
H: -1.60549 -1.17792 -0.94895  0.36
H: 0.24517 -0.93160 0.57644  0.27
H: 1.92380 0.05988 -1.04369  0.30
H: 0.67554 0.75655 -2.02235  0.30
H: 0.67559 -0.98611 -1.82237  0.36
H: -0.18043 1.90307 0.30284  0.32
C: 7.68799 4.22815 -2.97347  -1.24
C: 7.84808 5.75881 -3.28068  0.53
C: 7.03641 6.57981 -2.22776  -1.24
O: 9.21011 6.16642 -3.29409  -0.55
H: 6.69886 3.84421 -2.72382  0.34
H: 8.45257 3.83415 -2.30393  0.34
H: 7.85060 3.68635 -3.90520  0.32
H: 7.37214 5.95625 -4.24120  0.19
H: 5.99324 6.26449 -2.20602  0.32
H: 7.05941 7.66508 -2.32650  0.35
H: 7.39925 6.38690 -1.21819  0.32
H: 9.31859 7.02697 -3.70553  0.32
C: 3.40579 -5.31231 -0.25232  -1.06
C: 2.54886 -6.56973 -0.52392  0.32
C: 2.10303 -7.16919 0.82005  -1.22
O: 1.35117 -6.13298 -1.19837  -0.54
H: 3.53485 -4.71844 -1.15717  0.33
H: 4.38076 -5.58072 0.15447  0.34
H: 2.89663 -4.73918 0.52252  0.25
H: 3.06161 -7.31358 -1.13374  0.30
H: 1.69610 -8.15772 0.60714  0.30
H: 1.45655 -6.40763 1.25616  0.35
H: 2.96422 -7.33428 1.46750  0.34
H: 1.60832 -5.95096 -2.10521  0.31
C: -7.53102 2.61492 5.52095  -1.28
C: -6.05176 3.01063 5.76683  0.55
C: -5.21100 3.13897 4.53999  -1.25
O: -5.93809 4.27596 6.36217  -0.56
H: -7.92053 3.17721 4.67230  0.31
H: -8.16915 2.74034 6.39568  0.31
H: -7.68369 1.61020 5.12683  0.33
H: -5.59947 2.32696 6.48524  0.31
H: -5.62699 3.91620 3.89891  0.34
H: -5.40998 2.26032 3.92641  0.32
H: -4.16019 3.22702 4.81593  0.30
H: -5.60226 4.19558 7.25791  0.33

=====

Which structure wins on stability? P) wins.